[1]
# C43H39CdFN11O5S

A structure of composition C43H39CdFN11O5S (the ωB97M-V functional and the def2-TZVPD basis, OMol25).

XYZ file:
```
101
Properties=species:S:1:pos:R:3:forces:R:3
H 2.415 -1.907 -6.435 0.016 -0.045 0.033
N 1.630 -3.573 -4.402 0.009 -0.019 -0.015
Cd 0.172 -0.143 0.186 -0.212 -0.335 0.371
C 2.355 -2.512 1.528 -0.097 0.081 -0.060
C -4.678 5.442 -3.160 -0.176 0.039 0.005
C -3.655 -2.026 2.271 -0.100 -0.046 0.032
H -2.159 3.436 -2.683 0.042 0.004 0.026
H 5.560 -3.271 0.815 -0.011 0.014 -0.001
N 2.024 1.079 -0.260 0.201 0.028 -0.041
C 1.853 2.391 -0.585 -0.043 -0.114 0.018
S -3.523 1.484 -1.537 -0.339 -0.047 -0.030
H 5.513 -9.921 -1.945 -0.004 -0.031 -0.031
H -0.831 -0.886 5.763 0.019 0.013 -0.014
C 3.548 -3.210 1.574 0.045 -0.016 -0.018
H -4.024 -2.302 3.250 0.002 0.000 -0.011
C 2.039 -3.979 -5.725 -0.058 -0.014 0.105
H 4.921 -7.211 -0.762 0.008 0.016 0.005
C 4.607 -2.756 0.797 -0.005 -0.010 -0.001
C 0.569 -2.812 -1.857 0.038 0.130 -0.060
H -2.228 -0.963 -1.069 0.050 -0.024 0.049
N -0.410 2.141 0.408 0.085 0.225 -0.040
O 2.632 3.147 -1.127 0.042 0.024 -0.034
H 1.199 -4.617 -0.014 0.012 -0.011 -0.053
H -4.464 -2.004 -1.009 0.013 0.015 0.019
H 1.507 -4.853 -6.084 -0.019 0.016 -0.027
C 2.967 -6.331 -2.350 0.071 -0.015 -0.005
C -4.057 2.901 -2.198 -0.015 0.156 -0.049
H 2.761 -8.075 -4.203 -0.014 0.018 -0.015
N -1.707 -1.197 3.337 0.121 0.012 -0.098
C 0.930 0.271 5.370 0.002 0.003 0.032
C 4.759 -8.917 -4.216 -0.050 -0.022 0.025
H 1.124 4.948 -0.543 -0.003 0.001 -0.009
C -2.405 -1.409 2.147 0.159 0.124 0.086
H -4.950 6.428 -3.501 -0.002 -0.037 -0.009
C 0.927 -2.424 -4.211 0.093 -0.114 -0.073
C 1.628 -4.871 -0.976 -0.082 0.014 0.140
C 0.449 -1.976 -3.026 0.051 -0.090 0.072
C 4.434 -1.628 0.014 0.063 -0.061 0.001
C -1.830 4.006 0.831 -0.008 0.088 -0.020
O 0.091 -2.583 -0.743 -0.019 -0.024 0.038
F 2.603 -6.796 -0.050 -0.015 0.013 0.022
H -2.205 -1.530 4.144 -0.008 -0.012 0.022
C 0.522 2.965 -0.083 -0.025 -0.190 0.003
C 1.708 0.865 4.377 0.005 -0.001 -0.006
C -0.202 -0.421 5.014 -0.010 -0.011 0.111
C -2.663 -1.285 -0.129 0.107 0.028 0.059
C 0.331 4.335 -0.140 -0.039 0.124 -0.021
H 6.645 -8.676 -1.406 0.034 0.009 -0.002
H 5.897 -7.429 -3.403 0.046 0.025 -0.027
C 2.697 -5.523 -3.438 0.049 -0.048 -0.120
C -1.559 2.650 0.849 0.073 -0.116 -0.006
C 3.473 -8.470 -3.487 0.013 -0.011 0.090
C 2.399 -5.990 -1.123 -0.064 -0.020 0.043
C 5.721 -8.854 -1.948 -0.045 0.064 0.010
H -2.557 5.624 -3.469 0.034 -0.041 0.016
H -2.289 1.941 1.220 0.024 0.003 -0.005
H 3.003 -9.329 -2.993 -0.005 -0.005 0.005
C -3.392 5.022 -3.138 0.154 -0.005 -0.041
N 2.188 -1.419 0.785 0.254 0.036 -0.045
C 3.477 -3.831 -6.138 0.108 -0.007 -0.002
N 5.919 -8.453 -3.381 -0.094 -0.004 0.075
C 4.545 -8.016 -1.388 0.054 0.012 -0.093
H 4.865 -8.468 -5.201 0.011 0.049 0.000
H 2.604 1.422 4.612 -0.027 -0.009 -0.004
N -5.368 3.293 -2.302 0.082 0.064 0.034
C -4.406 -2.254 1.142 -0.041 -0.013 0.028
H 6.807 -8.779 -3.756 0.017 -0.052 -0.001
C 3.208 -0.975 0.045 -0.139 0.005 0.067
C 2.418 -2.947 -6.730 0.022 0.082 -0.102
H 1.872 1.144 2.253 -0.036 -0.028 0.000
C -0.542 -0.508 3.655 -0.212 -0.046 -0.131
H 4.152 -3.375 -5.424 -0.056 0.008 0.002
N -1.910 -1.050 0.967 -0.127 -0.016 -0.234
H 3.154 -5.747 -4.393 0.002 -0.016 0.039
H -6.697 4.741 -2.813 0.024 -0.007 0.024
H 0.748 -1.807 -5.081 -0.009 -0.018 -0.007
C 3.032 0.317 -0.759 -0.077 0.095 0.134
O -0.313 -0.005 -1.951 -0.187 0.160 -0.192
H 3.915 -4.605 -6.756 -0.028 0.008 0.004
H 3.918 -8.661 -0.767 0.003 -0.027 0.017
H -1.038 5.931 0.301 0.009 -0.006 0.000
H 2.108 -3.121 -7.751 0.010 -0.009 0.027
H 4.829 -9.998 -4.307 0.040 -0.013 -0.014
O -0.452 -0.140 -4.181 0.030 0.065 0.108
N 3.838 -7.444 -2.522 -0.018 -0.038 -0.092
H -5.381 -2.715 1.226 0.015 -0.001 0.005
N 0.197 0.040 2.706 0.217 0.063 -0.025
O 3.774 0.500 -1.704 0.076 0.054 -0.014
H 1.493 -2.831 2.105 0.005 0.000 -0.019
C 1.301 0.717 3.072 -0.058 -0.034 -0.061
C 1.887 -4.390 -3.317 0.043 0.082 -0.053
C -0.170 -0.581 -3.071 -0.152 -0.064 0.086
H 3.642 -4.085 2.203 0.000 0.021 0.007
C 1.363 -4.047 -2.064 -0.010 0.053 -0.039
H 5.219 -1.223 -0.608 -0.024 -0.001 -0.009
C -0.863 4.863 0.326 -0.012 -0.002 -0.005
C -5.642 4.489 -2.750 0.051 -0.155 0.034
C -3.904 -1.871 -0.095 -0.030 -0.027 -0.006
H -2.781 4.373 1.193 0.030 -0.011 0.003
H 1.208 0.356 6.413 -0.013 -0.009 -0.019
N -3.109 3.784 -2.691 0.029 0.006 -0.023
```
Forces are in eV/Å.

Output
HOMO energy   -9.036 eV
Spin multiplicity   1
Calculated total energy   -3306.1803 hartree
Gap between HOMO and LUMO   5.95 eV
Energy relative to the best compared isomer or geometry (same formula, charge and spin)   1.1 kcal/mol
Net charge   +1
LUMO energy   -3.09 eV

---

[2]
# C39H85BN5O16S2

A cluster of 5 separate species, C39H85BN5O16S2 in total at a distorted geometry (the ωB97M-V functional and the def2-TZVPD basis, OMol25).

XYZ file:
```
148
Properties=species:S:1:pos:R:3:forces:R:3
H -9.478 -0.657 6.319 -0.036 -0.004 -0.095
O -8.734 1.251 5.970 -0.238 -0.175 -0.166
H 3.871 2.515 4.355 -0.008 -0.015 0.026
H 0.854 1.088 0.070 0.443 -0.270 -0.419
S 0.176 -0.755 1.572 2.768 -1.549 4.372
O -9.559 -3.726 -0.963 0.365 0.033 0.139
O 1.628 -0.615 1.784 -1.109 0.905 -1.859
O 6.067 1.981 -4.234 0.159 -0.108 0.223
H -0.418 -6.170 -2.256 0.359 1.209 -0.568
C 2.667 0.910 -3.532 -0.291 1.771 -3.054
O 1.081 -2.394 -1.373 -0.106 1.046 0.828
H -7.656 -2.497 -2.166 -0.015 -0.034 0.098
O -2.311 -1.706 -2.775 1.163 1.045 0.809
H 5.995 -0.075 -4.407 0.060 -0.090 -0.008
H 3.945 -4.156 -2.621 -0.256 0.308 0.795
C 1.975 0.026 -1.329 2.762 -2.855 -0.953
H 3.835 -2.907 4.065 0.382 0.133 -1.123
C -9.334 -3.134 0.310 -0.273 0.207 -0.300
H -7.728 -0.507 6.109 -0.016 -0.041 -0.007
N 4.064 -4.770 1.418 1.180 1.980 -1.324
H 5.549 2.670 -2.393 0.008 0.038 0.046
C -6.795 -2.238 -1.546 0.124 0.138 0.019
C 3.298 -2.047 -2.150 -0.466 -1.591 0.580
C 6.611 0.769 -4.738 -0.133 -0.090 -0.093
C 2.893 2.288 1.349 0.577 0.132 -0.649
H 0.596 -0.346 -6.949 0.458 0.532 0.556
C 4.003 -3.327 3.058 -0.423 -2.870 -2.024
C 9.039 3.066 -4.626 0.192 0.035 0.013
S 5.240 -3.423 -0.697 -0.601 -0.001 1.058
C 4.595 -3.614 0.967 -1.450 -2.393 1.168
B -0.931 -1.819 -2.575 -0.167 0.013 -1.539
H 3.039 4.214 -0.693 -0.415 -0.879 -0.218
H -7.994 -0.025 3.693 0.011 0.080 0.089
H -2.534 -1.456 1.316 0.274 0.935 -0.128
H 7.005 3.876 2.194 -0.086 0.003 0.024
C 0.699 1.154 -5.272 -0.456 0.543 -0.146
H -9.259 -5.747 -0.669 0.091 -0.059 0.002
N 3.701 -4.585 2.699 0.122 2.122 1.597
H 2.931 -4.011 -1.064 0.440 0.093 -0.799
H 5.295 1.497 4.103 0.088 0.031 0.054
H -11.045 1.518 2.967 0.015 -0.098 0.000
H -8.998 -3.885 1.032 0.079 0.049 -0.016
C 7.467 4.142 5.680 0.125 -0.021 0.149
H -9.423 1.881 3.585 -0.005 -0.066 0.041
H -5.956 -2.875 -1.826 -0.004 0.032 0.063
H -0.571 1.574 2.088 -0.128 -0.647 0.498
H 2.615 3.186 -2.084 -0.234 -0.197 0.785
H 0.051 -2.872 -3.910 0.104 0.547 -0.010
N -4.847 -0.071 2.170 0.676 0.074 -0.673
C 6.421 2.212 -2.875 -0.175 0.319 -0.276
H -2.027 -2.961 -0.170 0.846 0.063 0.047
O 5.391 3.445 3.371 0.126 -0.277 0.144
N 0.073 1.447 -1.652 -0.103 0.977 -0.643
C -8.784 -4.898 -1.169 -0.174 -0.072 -0.073
H 7.288 2.556 3.345 -0.065 0.025 0.028
H 4.243 -1.471 -2.074 -0.850 -0.112 -0.341
H -10.820 1.243 5.768 0.058 -0.039 -0.008
H 5.058 2.187 6.472 -0.043 0.018 -0.011
H 9.497 4.059 -4.593 -0.027 0.018 -0.091
C -0.510 0.606 2.633 -0.291 0.005 -0.120
C 1.737 1.898 -4.366 0.582 -0.329 -0.133
H 7.004 4.721 4.878 -0.046 -0.050 0.018
C -0.111 -5.150 -1.917 -0.638 -0.260 -0.530
H 1.254 2.661 -3.699 0.266 -0.818 -0.534
H -9.617 0.998 2.048 0.026 0.104 -0.032
H 2.421 2.480 -5.040 -0.447 -0.474 0.531
H 6.627 1.264 -2.363 0.112 0.016 -0.018
C -0.981 -3.161 -0.470 0.548 -0.347 -1.594
H 1.759 1.005 -7.173 -0.242 -0.656 0.587
H 3.477 1.550 -3.125 -0.558 -0.826 0.603
H 5.072 3.898 6.023 -0.019 -0.002 -0.104
H -8.250 -1.533 1.222 -0.057 0.009 0.004
H 1.521 3.309 -0.576 0.780 -0.026 -0.769
H 0.193 0.711 3.499 -0.223 -0.365 -1.097
C 7.599 3.166 -2.751 0.277 -0.296 0.209
C -0.230 -1.885 -1.082 -0.891 -0.906 -0.393
H -0.290 2.283 -1.209 -0.060 -0.460 0.056
C 2.196 -1.560 -1.116 1.199 -0.149 -0.621
C -1.741 0.118 -0.167 -0.438 -0.211 0.029
H 7.371 4.131 -3.215 -0.085 -0.060 -0.038
H -4.149 -1.966 0.173 -0.307 0.278 -0.510
H -6.521 -1.193 -1.726 0.002 -0.008 -0.130
C 6.552 3.010 2.679 -0.059 0.050 -0.171
H -0.045 0.576 -4.658 0.836 0.220 -0.475
O -3.783 -1.198 -0.295 0.714 -0.395 0.897
H -4.180 1.089 0.575 0.565 -0.422 0.688
O -7.049 -2.424 -0.160 -0.051 0.029 -0.137
O -0.245 -1.994 2.212 -1.195 0.842 -1.583
H 7.795 3.343 -1.689 -0.046 0.021 0.006
C -8.808 -0.486 4.264 -0.362 -0.224 0.109
H -1.679 1.162 0.248 0.397 -1.044 -0.195
C -1.098 -4.283 -1.589 0.294 0.192 0.176
H 3.153 0.282 -4.331 -0.313 0.218 1.088
O 1.867 0.085 -2.725 -0.022 0.446 1.333
H 7.400 4.703 6.618 0.013 0.087 -0.047
C 4.966 2.510 4.361 -0.152 0.476 0.018
H 4.405 2.408 -0.173 -0.908 -0.513 -0.179
C -10.023 1.712 6.350 0.070 0.101 0.127
H -10.297 -2.746 0.655 0.039 0.016 0.049
H 9.739 2.372 -5.091 0.015 0.024 0.101
C -2.854 -0.618 0.658 -1.214 0.836 -0.421
H -8.727 -1.572 4.144 0.029 -0.007 0.027
H 2.172 -0.365 -6.077 -0.702 0.452 -0.132
H 3.578 0.009 0.226 -0.742 0.395 -0.799
H -8.750 -5.096 -2.241 -0.088 0.025 0.037
H -7.760 -4.789 -0.805 -0.032 0.046 0.032
H 8.134 3.104 -5.236 -0.022 -0.005 0.068
H -4.539 -0.891 2.694 -0.232 0.245 -0.029
H -8.709 -1.201 -0.453 -0.025 -0.089 -0.050
H -1.476 0.253 3.057 0.558 0.427 -0.660
C -3.714 0.491 1.408 -0.219 -0.221 -0.710
C -10.026 1.141 3.055 -0.070 -0.058 -0.140
H -2.084 -4.389 -2.105 0.568 -0.378 1.223
H 7.642 0.608 -4.415 -0.035 0.074 0.025
H -0.339 -3.612 0.317 -0.708 0.627 -0.312
C 3.685 -3.542 -1.731 0.375 1.216 0.514
H 8.518 3.990 5.435 -0.041 -0.061 0.073
C -8.349 -1.979 0.227 0.137 -0.242 0.347
H -10.060 2.788 6.182 0.082 -0.036 0.037
H -2.491 -0.986 -3.406 -0.153 -0.834 -0.209
H -0.495 1.080 -2.403 0.289 -0.253 0.168
H 0.975 -4.936 -1.942 -0.781 -0.268 1.124
H -10.187 1.515 7.414 -0.103 0.005 -0.007
H -2.186 0.287 -1.182 0.540 -0.573 0.827
C 3.317 2.116 -0.178 0.157 0.818 0.977
H -3.098 1.212 1.993 -0.432 -0.700 -0.106
N 0.645 0.524 -0.776 -0.327 0.455 1.264
C 1.338 0.294 -6.415 0.126 0.323 -0.072
C -0.306 -0.576 -0.234 -1.473 0.519 -0.009
H 3.348 3.227 1.758 -0.432 -0.752 -0.375
H 1.778 2.404 1.451 0.810 -0.365 0.104
C 2.570 3.232 -0.977 0.236 0.607 0.652
O 6.865 2.865 5.843 -0.206 0.180 -0.271
H 6.589 0.812 -5.827 -0.066 0.052 0.053
O -10.071 -0.106 3.731 0.238 0.183 0.082
C 3.262 0.624 -0.660 0.675 0.939 0.222
H 2.901 -2.123 -3.187 0.118 0.614 0.774
O 8.783 2.612 -3.304 -0.358 0.022 -0.155
H -5.536 -0.380 1.476 0.196 -0.051 0.500
H 0.092 1.955 -5.779 0.445 -0.699 0.462
C -8.696 -0.152 5.743 0.341 0.256 -0.101
O -0.131 -1.929 -3.738 -0.670 -0.401 1.257
H 3.302 1.434 1.935 -0.648 0.624 -0.254
H 6.269 2.283 1.908 0.095 -0.073 -0.021
H 4.136 0.497 -1.355 -1.190 0.008 0.233
H 2.636 -1.817 -0.124 -0.699 0.609 -0.310
C 5.448 2.908 5.747 0.241 -0.387 0.050
O 4.543 -2.690 1.973 0.378 0.698 0.151
```
Forces are in eV/Å.

Output
HOMO energy   -10.595 eV
Spin multiplicity   1
Calculated total energy   -3835.2275 hartree
Gap between HOMO and LUMO   7.82 eV
Net charge   +1
LUMO energy   -2.77 eV

---

[3]
# C2H8NS

A cluster of 2 separate species, C2H8NS in total at a distorted geometry (the ωB97M-V functional and the def2-TZVPD basis, OMol25).

XYZ file:
```
12
Properties=species:S:1:pos:R:3:forces:R:3
S -2.325 0.718 1.538 -0.389 0.030 0.300
H -0.830 1.355 -0.108 -2.521 -0.534 2.324
H -3.213 1.082 0.594 0.003 -0.045 0.043
H 1.327 0.192 0.980 -0.585 0.359 -0.959
H -0.238 -1.779 -1.001 0.801 1.172 0.516
H 1.462 -1.996 -0.411 -0.688 0.501 -0.048
C 0.949 0.139 -0.090 -1.585 -1.438 0.316
C 0.516 -1.406 -0.246 0.792 -0.037 -0.050
H 0.443 2.050 -0.646 -0.142 -1.077 -0.131
H 0.160 -1.766 0.713 -0.336 0.086 0.178
N -0.027 1.122 -0.573 3.771 0.967 -2.203
H 1.775 0.288 -0.749 0.879 0.015 -0.286
```
Forces are in eV/Å.

Output
HOMO energy   -2.589 eV
Spin multiplicity   1
Calculated total energy   -533.9413 hartree
Gap between HOMO and LUMO   6.79 eV
Energy relative to the best compared isomer or geometry (same formula, charge and spin)   18.7 kcal/mol
Net charge   -1
LUMO energy   4.20 eV

---

- What is the formula in the third record?
  C2H8NS